DFT (ωB97M-V/def2-TZVPD) results for an isolated molecule of C4H7FN2O at a distorted geometry.

Each atom is followed by the atoms it is bonded to, with distances in Å.
CARTESIAN COORDINATES (ANGSTROEM)
1 C -1.5686 0.2428 0.8853  C2 1.443, H9 1.127, H10 1.122, H11 1.133
2 C -0.6558 0.9275 0.0026  C1 1.443, C3 1.486, N7 1.441
3 C -0.2883 2.3672 0.0193  C2 1.486, F4 1.339, O5 1.371
4 F -0.8474 3.2090 0.8984  C3 1.339
5 O 0.6746 2.6763 -0.9059  C3 1.371, N6 1.479
6 N 0.6221 1.4112 -1.6707  O5 1.479, N7 1.404, H12 1.019
7 N 0.3228 0.3081 -0.8554  C2 1.441, N6 1.404, C8 1.488
8 C 1.3621 -0.3244 0.0010  N7 1.488, H13 1.080, H14 1.044, H15 1.078
9 H -2.6202 0.6203 0.7396  C1 1.127
10 H -1.1134 0.2532 1.9107  C1 1.122
11 H -1.5162 -0.7777 0.3967  C1 1.133
12 H 1.5465 1.3978 -2.0990  N6 1.019
13 H 2.2265 -0.4733 -0.6291  C8 1.080
14 H 1.5906 0.3066 0.8008  C8 1.044
15 H 0.9673 -1.2641 0.3524  C8 1.078

For the HOMO-LUMO gap, the calculation gives 8.5 eV. The value obtained for the HOMO energy is -0.2767 Ha. As for the structure (SMILES): CC1=C(F)ONN1C. Its energy above the lowest of the compared OMol25 structures with the same formula, charge and spin is 521.12 kJ/mol. The value obtained for the molar mass is 118.11 g/mol. The calculation puts the largest force on an atom at 0.153 Eh/bohr.

Here is what Löwdin gives for the atomic charges, in e: C -0.0661; C -0.2733; C -0.2426; F 0.1074; O -0.0012; N 0.0166; N -0.1646; C -0.0396; H 0.1028; H 0.1014; H 0.1000; H 0.1304; H 0.0804; H 0.0653; H 0.0831